Entry 1:
The following is a quantum chemistry calculation of 4 unconnected molecules or ions with the total composition C29H28BF2NO9S in a non-equilibrium geometry, from the Open Molecules 2025 dataset.

As for the gap between HOMO and LUMO: 6.70 eV. The SMILES is CCN1C(=O)c2c(F)c(COO)c(OB(O)O)c(S(=O)(=O)F)c2C1=O.c1ccccc1.c1ccccc1.c1ccccc1. The highest occupied orbital energy is -8.86 eV. For the molar mass, the calculation gives 615.416 g mol⁻¹. The calculation puts the energy at -2476.326996 hartree.

```
! wB97M-V def2-TZVPD RIJCOSX def2/J DEFGRID3
* xyz 0 1
C 5.06 -1.65 -0.87
C 4.58 -0.58 -1.99
N 3.10 -0.45 -2.08
C 2.39 -1.72 -2.18
O 2.65 -2.77 -2.80
C 1.08 -1.46 -1.32
C -0.08 -2.42 -0.96
F 0.04 -3.75 -1.45
C -1.28 -1.90 -0.14
C -2.53 -2.85 0.24
O -2.21 -4.26 0.21
O -1.36 -4.59 1.22
C -1.25 -0.39 0.30
O -2.35 0.17 1.03
B -3.40 0.49 0.07
O -4.81 0.41 0.42
O -3.11 0.87 -1.31
C -0.06 0.57 -0.02
S 0.04 2.34 0.51
O 1.24 2.61 1.39
O -1.17 2.83 1.25
F 0.22 3.39 -0.81
C 1.12 0.02 -0.85
C 2.46 0.68 -1.40
O 2.90 1.84 -1.36
H 4.75 -2.72 -1.12
H 4.68 -1.39 0.19
H 6.21 -1.60 -0.86
H 4.93 -1.03 -3.00
H 5.14 0.40 -1.86
H -2.88 -2.61 1.31
H -3.36 -2.58 -0.52
H -0.48 -4.75 0.81
H -5.14 -0.35 -0.13
H -3.46 0.09 -1.83
C -1.01 -10.14 0.53
C 0.25 -10.27 1.10
C 0.93 -9.14 1.56
C 0.34 -7.89 1.45
C -0.93 -7.76 0.88
C -1.60 -8.88 0.42
H -1.54 -11.02 0.17
H 0.71 -11.25 1.19
H 1.91 -9.25 2.00
H 0.86 -7.01 1.81
H -1.39 -6.78 0.80
H -2.58 -8.78 -0.03
C 1.91 5.34 2.62
C 3.17 5.19 3.19
C 3.86 6.31 3.65
C 3.28 7.57 3.56
C 2.02 7.71 2.99
C 1.33 6.60 2.52
H 1.37 4.46 2.25
H 3.62 4.20 3.27
H 4.84 6.19 4.09
H 3.82 8.44 3.93
H 1.57 8.70 2.92
H 0.35 6.71 2.07
C -2.80 4.77 -1.18
C -4.01 4.14 -1.49
C -4.60 4.36 -2.73
C -3.98 5.20 -3.66
C -2.78 5.82 -3.34
C -2.19 5.61 -2.10
H -2.34 4.60 -0.21
H -4.48 3.49 -0.77
H -5.54 3.88 -2.98
H -4.44 5.37 -4.63
H -2.30 6.48 -4.07
H -1.26 6.10 -1.85
*
```

Atom charges from the Löwdin analysis, given in e for atoms 1 to 5: -0.087 -0.172 -0.004 -0.304 0.099

Entry 2:
The following is a quantum chemistry calculation of a molecular structure, C4H9NO in a non-equilibrium geometry, from the Open Molecules 2025 dataset.

As for the gap between HOMO and LUMO: 10.55 eV. The highest occupied orbital energy is -9.53 eV. For the molar mass, the calculation gives 87.122 g mol⁻¹. The calculation puts the energy at -287.727373 hartree. For the energy above the lowest of the compared OMol25 structures with the same formula, charge and spin, the calculation gives 65.94 kcal/mol.

```
! wB97M-V def2-TZVPD RIJCOSX def2/J DEFGRID3
* xyz 0 1
C 1.24 0.38 -1.16
C 0.09 1.14 -0.52
C -0.22 0.63 0.88
N -0.05 -1.26 1.08
C -1.23 -1.58 0.57
O -1.96 -0.68 0.17
H 1.53 0.82 -2.12
H 2.12 0.39 -0.50
H 0.95 -0.66 -1.32
H -0.79 1.14 -1.17
H 0.38 2.20 -0.40
H -1.16 1.07 1.25
H 0.57 0.77 1.58
H 0.55 -2.06 1.39
H -1.55 -2.63 0.49
*
```

Atom charges from the Löwdin analysis, given in e for atoms 1 to 5: -0.119 -0.277 -0.012 0.079 -0.465

Entry 3:
The following is a quantum chemistry calculation of C17H23NO6 in the gas phase, from the Open Molecules 2025 dataset.

As for the gap between HOMO and LUMO: 8.88 eV. The SMILES is COc1cc(OC)cc(C(=O)NCC(=O)OCC(=O)C(C)(C)C)c1. The highest occupied orbital energy is -8.32 eV. For the molar mass, the calculation gives 337.372 g mol⁻¹. The calculation puts the energy at -1167.802935 hartree. For the energy above the lowest of the compared OMol25 structures with the same formula, charge and spin, the calculation gives 2.42 kcal/mol.

```
! wB97M-V def2-TZVPD RIJCOSX def2/J DEFGRID3
* xyz 0 1
C -2.82 3.17 -4.61
H -2.13 2.69 -5.31
O -2.15 3.61 -3.45
C -1.52 2.71 -2.66
C -1.49 1.34 -2.91
C -0.82 0.49 -2.04
C -0.17 1.01 -0.92
C -0.21 2.38 -0.67
C -0.89 3.22 -1.53
H -0.95 4.28 -1.33
C 0.41 2.95 0.57
O -0.09 3.87 1.19
N 1.58 2.37 0.93
H 1.90 1.55 0.43
C 2.13 2.56 2.25
C 2.01 1.25 3.02
O 2.90 0.70 3.61
O 0.76 0.78 2.92
C 0.60 -0.61 3.16
H -0.46 -0.79 3.30
C 1.14 -1.35 1.93
O 1.81 -0.75 1.12
C 0.75 -2.81 1.77
C 1.80 -3.51 0.90
H 1.49 -4.53 0.68
H 1.93 -2.97 -0.04
H 2.76 -3.54 1.41
C 0.61 -3.54 3.10
H 0.39 -4.59 2.92
H 1.53 -3.48 3.67
H -0.20 -3.13 3.70
C -0.60 -2.79 1.02
H -0.50 -2.26 0.08
H -1.36 -2.29 1.62
H -0.92 -3.81 0.83
H 1.17 -0.92 4.04
H 3.18 2.86 2.21
H 1.54 3.34 2.73
H 0.33 0.32 -0.26
O -0.74 -0.86 -2.18
C -1.36 -1.47 -3.29
H -2.44 -1.30 -3.29
H -1.16 -2.53 -3.19
H -0.93 -1.11 -4.23
H -1.98 0.93 -3.78
H -3.23 4.06 -5.07
H -3.63 2.48 -4.36
*
```

Atom charges from the Löwdin analysis, given in e for atoms 1 to 5: -0.088 0.096 -0.073 -0.254 0.046

Entry 4:
The following is a quantum chemistry calculation of C6H6 in the gas phase, from the Open Molecules 2025 dataset.

As for the gap between HOMO and LUMO: 10.32 eV. The SMILES is C#CCC1=CC1. The highest occupied orbital energy is -9.28 eV. For the molar mass, the calculation gives 78.114 g mol⁻¹. The calculation puts the energy at -232.060886 hartree. For the energy above the lowest of the compared OMol25 structures with the same formula, charge and spin, the calculation gives 103.81 kcal/mol.

```
! wB97M-V def2-TZVPD RIJCOSX def2/J DEFGRID3
* xyz 0 1
C -0.07 -0.05 -2.07
C 0.63 -0.59 0.59
C 0.14 0.14 -0.60
C -0.38 1.15 -1.22
C -0.02 -0.22 1.85
C -0.56 0.04 2.90
H -0.89 -0.70 -2.41
H 0.78 -0.05 -2.75
H 0.48 -1.66 0.42
H 1.72 -0.45 0.68
H -0.79 2.15 -1.21
H -1.04 0.26 3.82
*
```

Atom charges from the Löwdin analysis, given in e for atoms 1 to 5: -0.121 -0.162 -0.227 0.014 -0.137

Entry 5:
The following is a quantum chemistry calculation of a molecular structure, C4H2LiO2 in a non-equilibrium geometry, from the Open Molecules 2025 dataset.

As for the gap between HOMO and LUMO (spin up / spin down): 7.58 / 7.07 eV. The highest occupied orbital energy (spin up / spin down) is -7.95 / -7.42 eV. For the molar mass, the calculation gives 88.999 g mol⁻¹. The calculation puts the energy at -311.395725 hartree. The expectation value of S² is 0.756. For the energy above the lowest of the compared OMol25 structures with the same formula, charge and spin, the calculation gives 67.52 kcal/mol.

```
! wB97M-V def2-TZVPD RIJCOSX def2/J DEFGRID3
* xyz 0 2
H -1.10 1.26 -2.33
O 1.21 -2.28 -0.52
O -0.03 -2.14 -0.95
C -0.89 1.02 -1.30
C -0.72 0.59 -0.16
Li 1.07 -0.70 -1.49
C 0.17 0.76 2.28
C -0.27 0.66 1.16
H 0.55 0.83 3.29
*
```

Atom charges from the Löwdin analysis, given in e for atoms 1 to 5: 0.054 -0.381 -0.378 0.117 -0.174

Entry 6:
The following is a quantum chemistry calculation of C18H18N4O3S3 in the gas phase in a non-equilibrium geometry, from the Open Molecules 2025 dataset.

As for the gap between HOMO and LUMO: 7.75 eV. The SMILES is CCOC(=O)c1cc(-c2ccccc2)sc1NC(=O)[C@@H](C)Sc1nnc(N)s1. The highest occupied orbital energy is -7.52 eV. For the molar mass, the calculation gives 434.568 g mol⁻¹. The calculation puts the energy at -2336.062024 hartree. For the energy above the lowest of the compared OMol25 structures with the same formula, charge and spin, the calculation gives 24.18 kcal/mol.

```
! wB97M-V def2-TZVPD RIJCOSX def2/J DEFGRID3
* xyz 0 1
C 2.38 3.91 -0.23
C 1.70 3.51 -1.53
H 2.43 3.20 -2.28
H 1.10 4.34 -1.92
O 0.86 2.37 -1.36
C -0.34 2.59 -0.78
O -0.74 3.68 -0.47
C -1.12 1.36 -0.60
C -0.69 0.06 -0.85
N 0.55 -0.33 -1.29
C 0.84 -1.63 -1.51
O 0.02 -2.51 -1.37
C 2.26 -1.92 -1.97
C 2.99 -0.82 -2.72
H 2.38 -0.49 -3.56
H 3.93 -1.21 -3.11
H 3.21 0.02 -2.07
H 2.22 -2.84 -2.57
S 3.21 -2.51 -0.49
C 3.20 -1.12 0.54
N 2.87 0.08 0.22
N 2.97 0.96 1.22
C 3.39 0.45 2.33
N 3.51 1.13 3.48
H 4.05 0.73 4.23
H 3.44 2.13 3.43
S 3.72 -1.29 2.22
H 1.26 0.40 -1.31
S -1.92 -1.10 -0.54
C -3.04 0.15 -0.05
C -2.46 1.38 -0.14
H -2.93 2.32 0.10
C -4.38 -0.19 0.38
C -5.27 0.79 0.82
C -6.55 0.45 1.22
C -6.96 -0.87 1.20
C -6.09 -1.85 0.76
C -4.81 -1.52 0.36
H -4.13 -2.28 0.02
H -6.40 -2.89 0.74
H -7.96 -1.13 1.51
H -7.23 1.22 1.56
H -4.96 1.83 0.84
H 3.12 4.67 -0.43
H 2.85 3.04 0.22
H 1.64 4.31 0.46
*
```

Atom charges from the Löwdin analysis, given in e for atoms 1 to 5: -0.066 -0.207 0.121 0.123 -0.039

- Which of these has the lowest molar mass?
  C6H6